Entry 1:
Molecular formula: C17H17N5O2S
Method: DFT, ωB97M-V/def2-TZVPD

Geometry as XYZ:
```
42
Properties=species:S:1:pos:R:3:lowdin_charge:R:1
N 2.7412 1.0011 -1.6253 0.17
C 2.3925 0.1169 -0.6332 -0.53
O 3.3444 -0.6421 -0.3718 0.03
C 1.0950 -0.0654 -0.2639 -0.12
C 0.3210 0.9370 0.3977 -0.15
C 0.7172 2.1857 1.0680 -0.15
C 2.0507 2.6122 1.0715 -0.03
C 2.4407 3.7322 1.8562 -0.04
C 1.4981 4.4670 2.6793 -0.43
S 1.5937 5.9239 3.6908 1.01
C -0.1076 6.0144 3.5652 -0.49
N -0.6998 4.8937 3.2699 0.03
C 0.1739 4.0391 2.5778 -0.33
C -0.1703 2.8906 1.8814 0.03
N -0.9094 0.4232 0.5739 0.14
N -0.8972 -0.8695 0.0436 -0.03
C 0.3520 -1.1579 -0.5010 -0.20
N 0.8799 -2.2810 -1.0476 0.13
C 0.0242 -3.4313 -1.6035 -0.25
C -0.8796 -3.8033 -0.5431 -0.16
C -2.1783 -2.9981 -0.6578 -0.24
C -1.9614 -1.8562 0.3872 -0.08
C -2.2254 -2.4645 -2.0643 -0.35
O -3.4458 -2.8054 -2.8207 -0.06
C -0.9836 -2.9859 -2.6376 -0.11
H 3.6575 1.1514 -1.9639 0.10
H 2.0320 1.6901 -1.8037 0.10
H 2.9005 2.2526 0.4603 0.11
H 3.4539 3.9022 1.6433 0.08
H -0.6481 6.9294 3.9641 0.10
H -1.2510 2.6899 1.9678 0.13
H 1.9047 -2.4065 -0.9473 0.15
H 0.7218 -4.2215 -1.9709 0.17
H -1.1664 -4.9093 -0.5916 0.15
H -0.4718 -3.6476 0.4256 0.11
H -3.1138 -3.5395 -0.3876 0.16
H -3.0189 -1.3759 0.3034 0.15
H -1.9233 -2.2916 1.3869 0.12
H -2.2718 -1.3019 -2.0121 0.17
H -4.1622 -2.5265 -2.1657 0.12
H -0.5040 -2.3728 -3.3955 0.13
H -1.3048 -3.8990 -3.2057 0.15
```

Total charge: 0
ΔE to the lowest compared entry with this formula, charge and spin (kJ/mol): 394.1
Gap between HOMO and LUMO (eV): 8.6
E_HOMO (eV): -8.08
Structure (SMILES): NC(=O)c1c(-c2ccc3scnc3c2)nn2c1N[C@H]1C[C@@H](C2)[C@H](O)C1
LUMO (eV): 0.52



Entry 2:
Molecular formula: H20NO13
Method: DFT, ωB97M-V/def2-TZVPD

Geometry as XYZ:
```
34
Properties=species:S:1:pos:R:3:lowdin_charge:R:1
N -0.1385 0.9312 0.2505 -0.46
O -1.0875 0.5422 0.9555 -0.02
O 0.9295 0.2632 0.1035 -0.06
O -0.4245 1.9022 -0.5175 -0.04
O -0.5975 2.2402 -3.2235 -0.05
H -0.4495 2.3352 -2.2855 -0.03
H -0.0155 2.8622 -3.6215 0.01
O -1.6125 -0.4038 -1.7755 -0.06
H -2.1425 0.2732 -1.3395 -0.01
H -1.8325 -0.5728 -2.7295 0.09
O -1.5465 -2.3258 1.4695 -0.02
H -1.0385 -1.5778 1.3425 -0.06
H -2.3985 -2.0228 1.1705 0.04
O -3.4955 1.7272 -0.5465 -0.10
H -2.5165 1.7942 -0.4275 0.01
H -3.7275 1.5812 -1.5065 0.07
O 2.7895 0.0822 -1.8175 -0.06
H 1.9875 0.1892 -1.2765 0.00
H 3.4965 0.5142 -1.3205 0.03
O 1.4355 -1.7898 2.2385 -0.04
H 1.5865 -2.0988 3.1465 0.07
H 0.9995 -0.9398 2.4305 0.05
O 3.2855 0.6982 1.5215 -0.05
H 2.5175 0.6592 0.9225 -0.01
H 3.9215 0.7252 0.8275 0.00
O 0.3805 -2.3658 -0.8535 -0.04
H 0.0395 -1.5088 -0.9995 -0.04
H 0.1055 -2.6378 0.0245 0.01
O -3.1865 1.0542 2.8595 -0.04
H -2.4415 1.0642 2.2855 -0.03
H -3.8765 1.5022 2.4075 0.01
O 3.1835 -1.9138 0.0965 -0.08
H 3.3125 -1.2538 -0.5565 -0.05
H 2.5575 -1.5298 0.7445 -0.02
```

Total charge: -1
ΔE to the lowest compared entry with this formula, charge and spin (kJ/mol): 201.2
Gap between HOMO and LUMO (eV): 9.3
E_HOMO (eV): -6.46
LUMO (eV): 2.87



Entry 3:
Molecular formula: C4H4ClN2
Method: DFT, ωB97M-V/def2-TZVPD

Geometry as XYZ:
```
11
Properties=species:S:1:pos:R:3:lowdin_charge:R:1
C -0.7649 0.1877 0.7483 0.01
C -1.3874 -0.7595 0.0561 0.06
C 0.5574 0.4144 0.1127 -0.32
C -0.3014 -1.1379 -1.1161 -0.72
N 0.7491 -0.3938 -0.9617 0.28
N 1.4729 1.2566 0.4710 0.23
Cl -0.5493 -2.2694 -2.2519 0.90
H -1.1154 0.7392 1.6009 0.13
H -2.3467 -1.2263 0.1627 0.12
H 1.3549 1.8896 1.2540 0.15
H 2.3309 1.2997 -0.0760 0.16
```

2S+1: 3
Total charge: +1
ΔE to the lowest compared entry with this formula, charge and spin (kJ/mol): 0.0
<S²>: 2.010
Gap between HOMO and LUMO (alpha / beta) (eV): 9.0 / 6.1
E_HOMO (alpha / beta) (eV): -12.38 / -15.66
LUMO (alpha / beta) (eV): -3.36 / -9.57



Entry 4:
Molecular formula: C5H8LiO3V
Method: DFT, ωB97M-V/def2-TZVPD

Geometry as XYZ:
```
18
Properties=species:S:1:pos:R:3:lowdin_charge:R:1
C 1.9167 3.0442 -0.6423 0.07
C 1.3207 3.1321 -1.8466 -0.03
H 1.4041 3.4323 0.2471 0.11
H 2.9756 2.7486 -0.5770 0.13
H 1.7612 3.1904 -2.8491 0.09
V -0.3215 1.7467 -1.7446 1.25
O -0.8966 -0.8678 1.0366 -0.04
Li -2.2422 -0.3570 2.6749 0.88
O -1.3994 1.1133 1.7415 0.03
C -0.7154 0.4617 0.9454 -0.69
O -0.1349 0.9226 -0.0737 -0.12
C -0.6141 -1.7640 -0.0551 -0.20
C -0.5004 -3.1533 0.5210 -0.04
H -1.4260 -1.7078 -0.7924 0.13
H 0.3010 -1.4360 -0.5654 0.13
H -1.1563 -3.2598 1.3954 0.09
H -0.8037 -3.8794 -0.2448 0.10
H 0.5313 -3.3669 0.8292 0.10
```

2S+1: 5
Total charge: +2
ΔE to the lowest compared entry with this formula, charge and spin (kJ/mol): 33.1
<S²>: 6.008
Gap between HOMO and LUMO (alpha / beta) (eV): 8.7 / 7.8
E_HOMO (alpha / beta) (eV): -17.71 / -18.21
LUMO (alpha / beta) (eV): -8.99 / -10.42



Entry 5:
Molecular formula: C6H12O
Method: DFT, ωB97M-V/def2-TZVPD

Geometry as XYZ:
```
19
Properties=species:S:1:pos:R:3:lowdin_charge:R:1
C -0.5120 2.7774 -0.0517 -0.09
C -0.0476 1.3472 -0.3810 -0.21
C -0.0463 0.3441 0.7450 -0.27
C 1.1344 -0.4059 1.0908 -0.22
O 0.8149 0.6536 1.9156 -0.03
H -0.4961 3.4043 -0.9593 0.07
H -1.5323 2.7909 0.3552 0.07
H 0.1563 3.2144 0.6988 0.07
H -0.6944 0.8740 -1.1237 0.10
H 0.9561 1.3645 -0.8235 0.11
H -1.0080 -0.0859 1.0368 0.15
H 1.0209 -1.3978 1.4597 0.08
H 2.0186 -0.3044 0.5039 0.11
C -0.4852 -2.1357 -1.3019 -0.07
C -0.0895 -2.7294 -0.2012 -0.09
H 0.1774 -1.8031 -2.0641 0.05
H -1.5000 -1.8714 -1.5002 0.05
H -0.7849 -3.0592 0.5429 0.06
H 0.9174 -2.9776 0.0578 0.05
```

Total charge: 0
ΔE to the lowest compared entry with this formula, charge and spin (kJ/mol): 267.8
Gap between HOMO and LUMO (eV): 11.1
E_HOMO (eV): -9.94
Structure (SMILES): CC[C@H]1CO1.C=C
LUMO (eV): 1.13



Entry 6:
Molecular formula: C4H4N2O3S2
Method: DFT, ωB97M-V/def2-TZVPD

Geometry as XYZ:
```
15
Properties=species:S:1:pos:R:3:lowdin_charge:R:1
C 3.0650 0.1890 -1.4972 -0.24
C 0.9595 0.0472 -0.7724 -0.74
C 1.3988 0.5352 0.4009 -0.27
C -1.1704 -0.0434 0.7627 -0.24
N 1.8726 -0.1366 -1.8209 -0.02
N -0.2716 -2.5191 -0.4916 -0.42
O -1.1267 -3.2968 -0.6823 0.13
O 0.7779 -2.4259 0.0142 0.12
O 3.9725 0.2463 1.1529 -0.53
S -0.7099 -0.4944 -1.0052 1.15
S 3.1098 0.9595 0.2123 0.88
H 3.9184 -0.1232 -2.0474 0.08
H -2.0873 -0.6212 0.8725 0.05
H -1.1096 0.9470 0.8217 -0.01
H -0.2040 -0.3934 1.3108 0.06
```

Total charge: 0
ΔE to the lowest compared entry with this formula, charge and spin (kJ/mol): 606.1
Gap between HOMO and LUMO (alpha / beta) (eV): 6.5 / 6.5
E_HOMO (alpha / beta) (eV): -8.61 / -8.61
LUMO (alpha / beta) (eV): -2.09 / -2.09



Entry 7:
Molecular formula: C28H28BF2MnN2S4
Method: DFT, ωB97M-V/def2-TZVPD

Geometry as XYZ:
```
66
Properties=species:S:1:pos:R:3:lowdin_charge:R:1
Mn -0.1649 0.2959 0.6071 0.05
S -0.8263 -0.3870 2.6093 0.91
C 0.3602 -1.2395 3.5050 -0.57
C 0.0957 -1.6571 4.8198 -0.03
C 1.0979 -2.2823 5.5346 -0.01
C 2.3452 -2.5073 4.9542 0.02
C 2.6076 -2.1178 3.6378 -0.04
C 1.6176 -1.4747 2.9274 -0.47
S 1.8233 -1.0379 1.2147 1.07
C 3.0169 0.3310 1.2666 -0.28
C 2.4042 1.6996 1.3181 -0.27
C 3.2506 2.7649 1.5758 0.03
C 2.7493 4.0536 1.5533 0.03
C 1.4043 4.2282 1.2781 0.03
C 0.6054 3.1260 1.0319 -0.28
C -0.8402 3.3759 0.6929 -0.30
S -1.8457 1.9177 1.1100 1.00
C -3.1401 1.8904 -0.1099 -0.49
C -3.8686 3.0328 -0.4101 -0.05
C -4.9467 2.9396 -1.2785 -0.02
C -5.3067 1.7170 -1.8262 -0.01
C -4.5854 0.5721 -1.5145 -0.05
C -3.5056 0.6617 -0.6509 -0.51
S -2.5912 -0.8350 -0.2420 1.06
N 1.0962 1.8644 1.0491 0.05
H -0.8802 -1.4810 5.2531 0.13
H 0.9065 -2.6013 6.5502 0.14
H 3.1194 -3.0055 5.5228 0.14
H 3.5695 -2.3210 3.1839 0.13
H 3.6100 0.2309 0.3555 0.11
H 3.6743 0.1646 2.1183 0.11
H 4.2952 2.5789 1.7875 0.14
H 3.3914 4.9026 1.7455 0.14
H 0.9699 5.2185 1.2522 0.14
H -0.9600 3.5953 -0.3702 0.11
H -1.2134 4.2196 1.2692 0.11
H -3.6128 3.9852 0.0368 0.13
H -5.5153 3.8285 -1.5159 0.13
H -6.1543 1.6485 -2.4941 0.13
H -4.8624 -0.3857 -1.9350 0.13
C 1.1247 -3.4411 -3.9934 0.02
N 0.7242 -3.4621 -2.5583 -0.16
C -0.7428 -3.2661 -2.4134 0.01
C 1.5202 -2.5247 -1.6656 -0.09
C 1.2848 -1.0582 -1.9569 -0.25
C 1.9369 -0.4761 -3.0484 -0.02
C 1.6454 0.8119 -3.4729 -0.02
C 0.6429 1.5291 -2.8443 -0.02
C 0.0177 0.9823 -1.7245 -0.12
C 0.3992 -0.2607 -1.2229 -0.20
H 0.6118 -4.2428 -4.5204 0.12
H 2.1983 -3.5916 -4.0846 0.12
H 0.8451 -2.4918 -4.4392 0.11
H 0.9357 -4.4021 -2.2184 0.19
H -1.0185 -2.2996 -2.8274 0.11
H -1.0164 -3.3003 -1.3611 0.10
H -1.2698 -4.0520 -2.9496 0.12
H 2.5715 -2.7797 -1.7973 0.15
H 1.2253 -2.7630 -0.6483 0.09
H 2.6966 -1.0412 -3.5758 0.13
H 2.1678 1.2335 -4.3213 0.13
H 0.3275 2.4879 -3.2351 0.13
H -0.8464 1.5144 -1.3220 0.08
F -3.1710 -2.5414 1.7958 0.22
B -3.4982 -1.3861 1.2675 -0.97
F -4.5032 -0.6889 1.7244 0.26
```

2S+1: 2
Total charge: +3
ΔE to the lowest compared entry with this formula, charge and spin (kJ/mol): 165.1
<S²>: 0.920
Gap between HOMO and LUMO (alpha / beta) (eV): 7.7 / 6.0
E_HOMO (alpha / beta) (eV): -16.90 / -17.06
LUMO (alpha / beta) (eV): -9.16 / -11.10



Entry 8:
Molecular formula: C10H35BeO14
Method: DFT, ωB97M-V/def2-TZVPD

Geometry as XYZ:
```
60
Properties=species:S:1:pos:R:3:lowdin_charge:R:1
Be 4.3604 -3.7175 0.7375 0.11
C 4.7814 -3.1137 2.3932 0.46
C -1.0319 0.9963 6.7893 0.02
O 4.4666 -3.6933 -0.7038 -0.16
O -0.3847 1.8974 7.1415 -0.02
H 3.0192 -4.7751 6.1427 0.15
H -8.1411 6.8629 -4.4480 0.33
H 5.5668 -3.3515 3.0886 -0.02
O -4.5500 5.2669 -1.8819 -0.08
H -4.3274 4.3801 -1.5446 0.04
H -4.6915 5.8141 -1.1006 0.03
O -5.6968 -5.3864 5.8606 -0.05
H -5.3692 -5.6815 5.0230 0.01
H -5.5014 -4.4491 5.9331 0.03
O 0.8577 -2.9096 -1.0240 -0.05
H 1.6627 -3.2114 -1.4433 0.02
H 0.3468 -2.5555 -1.7482 0.00
O 3.4024 3.8878 -0.1657 -0.06
H 3.7480 3.6346 -1.0291 0.03
H 2.9949 4.7207 -0.4267 0.03
C -0.1291 5.2890 -3.3851 -0.20
C 0.9837 5.4566 -4.4036 -0.18
O 1.5176 6.8557 -4.4068 -0.10
O 0.2804 4.5610 -2.1610 -0.10
H -0.9339 4.7259 -3.8340 0.10
H -0.6492 6.2047 -3.1085 0.12
H 0.4911 5.2955 -5.3163 0.09
H 1.8270 4.7585 -4.3301 0.12
H 1.5638 7.1802 -5.3396 0.09
H -0.2401 5.0491 -1.4811 0.10
C 0.8951 -4.3454 2.7718 -0.13
C 2.4409 -4.3174 2.5255 -0.17
O 3.0474 -4.7156 1.2294 -0.06
O 0.6273 -4.0128 4.2180 -0.11
H 0.4484 -5.2554 2.6417 0.08
H 0.3489 -3.5498 2.0952 0.13
H 2.9262 -4.9722 3.2868 0.12
H 2.5971 -3.2708 2.7059 0.09
H 2.9823 -5.6752 1.0972 0.16
H 1.3442 -4.1662 4.8787 0.01
C -1.4330 -1.6721 1.4043 -0.23
C -0.6698 -0.3976 1.7250 -0.24
O -0.1241 -0.5659 3.0289 -0.08
O -2.5265 -1.6095 2.3196 -0.04
H -0.6588 -2.4663 1.4722 0.08
H -1.8186 -1.7389 0.4013 0.11
H -1.3122 0.5272 1.7381 0.13
H 0.1303 -0.2668 0.9895 0.12
H -0.8345 -1.0401 3.4978 0.08
H -3.1311 -2.3122 2.2986 0.07
C -0.5521 -0.3064 -4.0750 -0.19
C -0.2733 1.2181 -3.9946 -0.22
O -1.3216 1.7601 -3.2055 -0.09
O -0.5447 -0.8445 -2.7459 -0.09
H 0.2271 -0.7834 -4.5778 0.10
H -1.5180 -0.5168 -4.5639 0.13
H -0.1141 1.8609 -4.8524 0.12
H 0.6004 1.2788 -3.3553 0.12
H -0.9571 2.4745 -2.6704 0.06
H -1.0504 -0.3107 -2.1121 0.09
```

Total charge: +1
Gap between HOMO and LUMO (eV): 0.8
E_HOMO (eV): -10.21
LUMO (eV): -9.43



Largest force on an atom (computed, eV Å⁻¹): 8.18 3.29 3.92 3.56 1.27 6.14 1.22 4.41
E_tot (computed, eV): -40283.106 -28431.338 -19704.059 -37330.669 -8461.578 -34996.233 -113220.752 -39974.267